[1]
{
  "formula": "C20H60O10",
  "method": "ωB97M-V with the def2-TZVPD basis set",
  "e_homo_ev": -9.7,
  "energy_ev": -42184.8899,
  "smiles": "CCO.CCO.CCO.CCO.CCO.CCO.CCO.CCO.CCO.CCO",
  "multiplicity": 1,
  "de_lowest_kcal_mol": 44.00,
  "elements": ["C", "C", "O", "H", "H", "H", "H", "H", "H", "C", "C", "O", "H", "H", "H", "H", "H", "H", "C", "C", "O", "H", "H", "H", "H", "H", "H", "C", "C", "O", "H", "H", "H", "H", "H", "H", "C", "C", "O", "H", "H", "H", "H", "H", "H", "C", "C", "O", "H", "H", "H", "H", "H", "H", "C", "C", "O", "H", "H", "H", "H", "H", "H", "C", "C", "O", "H", "H", "H", "H", "H", "H", "C", "C", "O", "H", "H", "H", "H", "H", "H", "C", "C", "O", "H", "H", "H", "H", "H", "H"],
  "coordinates": [[4.54, -0.16, -1.47], [4.90, -1.48, -2.08], [4.33, -1.66, -3.32], [3.42, -0.07, -1.50], [5.04, 0.66, -2.05], [4.82, -0.07, -0.38], [4.69, -2.41, -1.51], [5.93, -1.55, -2.28], [3.46, -1.27, -3.36], [-1.46, -4.27, -2.69], [-2.59, -3.29, -2.32], [-2.62, -3.14, -0.88], [-0.54, -3.90, -2.32], [-1.42, -4.36, -3.77], [-1.71, -5.25, -2.32], [-3.51, -3.71, -2.72], [-2.54, -2.32, -2.85], [-2.94, -2.26, -0.68], [-3.32, 0.41, -1.47], [-2.86, 1.84, -1.68], [-1.68, 1.95, -2.48], [-2.64, -0.15, -0.78], [-3.28, -0.03, -2.49], [-4.33, 0.36, -1.12], [-2.69, 2.40, -0.76], [-3.57, 2.42, -2.34], [-0.89, 1.67, -2.03], [1.80, 3.55, -0.81], [1.92, 3.69, -2.27], [1.77, 5.07, -2.60], [0.81, 3.81, -0.49], [2.53, 4.15, -0.24], [2.01, 2.54, -0.47], [1.18, 3.08, -2.79], [2.95, 3.42, -2.62], [1.88, 5.19, -3.54], [-0.94, -0.98, -4.85], [0.16, -0.95, -3.77], [1.37, -1.50, -4.19], [-0.74, -0.40, -5.71], [-1.88, -0.68, -4.40], [-1.05, -2.02, -5.20], [-0.16, -1.54, -2.87], [0.36, 0.10, -3.50], [1.61, -1.41, -5.09], [2.87, 0.77, 3.07], [1.89, 1.33, 4.09], [0.58, 0.68, 3.93], [2.46, 1.04, 2.10], [3.01, -0.33, 3.26], [3.74, 1.41, 3.23], [1.71, 2.41, 4.05], [2.32, 1.10, 5.07], [0.71, -0.22, 4.26], [3.44, -3.77, 2.53], [2.61, -3.56, 3.84], [1.54, -2.60, 3.68], [4.07, -4.59, 2.86], [3.93, -2.87, 2.28], [2.78, -4.11, 1.70], [3.26, -3.16, 4.63], [2.16, -4.51, 4.12], [0.86, -3.01, 3.15], [-1.29, 4.48, 1.42], [-0.85, 3.61, 2.60], [-1.21, 2.24, 2.45], [-1.11, 3.97, 0.47], [-0.73, 5.40, 1.47], [-2.35, 4.74, 1.44], [-1.23, 4.00, 3.58], [0.27, 3.59, 2.61], [-0.74, 1.72, 3.14], [-5.63, -0.56, 2.59], [-4.47, 0.31, 2.98], [-3.92, 0.85, 1.80], [-6.09, -1.05, 3.44], [-5.28, -1.30, 1.89], [-6.35, 0.00, 2.07], [-3.69, -0.27, 3.52], [-4.86, 1.05, 3.67], [-3.07, 1.20, 2.11], [-0.67, -1.06, 1.12], [-0.05, -0.68, -0.26], [0.06, 0.75, -0.26], [-1.62, -0.57, 1.24], [-0.13, -0.86, 2.05], [-0.89, -2.17, 1.09], [-0.74, -0.93, -1.06], [0.93, -1.09, -0.49], [-0.39, 1.13, 0.52]],
  "lowdin_charge": [-0.09, -0.38, -0.07, 0.07, 0.09, 0.09, 0.12, 0.09, 0.04, -0.07, -0.29, -0.08, 0.06, 0.07, 0.07, 0.10, 0.08, 0.04, -0.07, -0.29, -0.10, 0.05, 0.07, 0.07, 0.09, 0.13, 0.02, -0.10, -0.32, -0.08, 0.05, 0.09, 0.06, 0.11, 0.12, 0.07, -0.06, -0.30, -0.06, 0.06, 0.05, 0.08, 0.09, 0.11, 0.07, -0.07, -0.27, -0.13, 0.07, 0.08, 0.08, 0.11, 0.11, 0.08, -0.07, -0.28, -0.11, 0.07, 0.04, 0.09, 0.11, 0.10, 0.07, -0.07, -0.29, -0.12, 0.06, 0.07, 0.08, 0.13, 0.11, 0.06, -0.08, -0.34, -0.09, 0.07, 0.07, 0.06, 0.12, 0.11, 0.05, -0.06, -0.26, -0.12, 0.05, 0.05, 0.09, 0.06, 0.11, 0.07]
}

---

[2]
{
  "formula": "C20H60O13",
  "method": "ωB97M-V with the def2-TZVPD basis set",
  "e_homo_ev": -9.6,
  "energy_ev": -48326.6093,
  "smiles": "OCCO.OCCO.OCCO.CCO.CCO.CCO.CCO.CCO.CCO.CCO",
  "multiplicity": 1,
  "de_lowest_kcal_mol": 14.25,
  "elements": ["C", "C", "O", "O", "H", "H", "H", "H", "H", "H", "C", "C", "O", "O", "H", "H", "H", "H", "H", "H", "C", "C", "O", "O", "H", "H", "H", "H", "H", "H", "C", "C", "O", "H", "H", "H", "H", "H", "H", "C", "C", "O", "H", "H", "H", "H", "H", "H", "C", "C", "O", "H", "H", "H", "H", "H", "H", "C", "C", "O", "H", "H", "H", "H", "H", "H", "C", "C", "O", "H", "H", "H", "H", "H", "H", "C", "C", "O", "H", "H", "H", "H", "H", "H", "C", "C", "O", "H", "H", "H", "H", "H", "H"],
  "coordinates": [[0.17, 0.41, 4.25], [0.38, 1.87, 3.85], [-0.64, 2.24, 3.00], [0.53, -0.53, 3.26], [-0.86, 0.20, 4.53], [0.84, 0.26, 5.11], [1.22, 2.03, 3.18], [0.50, 2.54, 4.70], [-1.43, 2.29, 3.54], [-0.21, -0.67, 2.66], [4.80, -2.23, 0.16], [3.30, -2.13, -0.18], [2.83, -3.05, -1.17], [5.59, -2.37, -1.04], [4.88, -3.06, 0.88], [5.16, -1.34, 0.68], [3.00, -1.13, -0.49], [2.76, -2.28, 0.75], [3.20, -3.89, -0.90], [5.64, -3.31, -1.24], [-0.40, 0.62, -0.29], [-0.26, -0.80, 0.15], [-1.11, -1.05, 1.23], [0.37, 1.53, 0.46], [-1.44, 0.94, -0.29], [0.07, 0.79, -1.26], [0.78, -1.00, 0.39], [-0.56, -1.47, -0.66], [-2.00, -1.14, 0.90], [-0.04, 1.59, 1.32], [0.27, -4.82, 2.66], [-1.19, -4.34, 2.74], [-2.09, -5.28, 2.23], [0.50, -4.86, 1.60], [0.47, -5.82, 3.05], [0.98, -4.12, 3.12], [-1.22, -3.49, 2.05], [-1.40, -3.98, 3.74], [-1.88, -5.31, 1.29], [-3.97, 0.69, 1.27], [-4.46, -0.69, 0.73], [-3.48, -1.18, -0.15], [-3.90, 1.37, 0.42], [-3.07, 0.64, 1.88], [-4.73, 1.11, 1.94], [-5.40, -0.59, 0.20], [-4.69, -1.45, 1.47], [-3.82, -2.04, -0.41], [2.79, 3.82, 1.39], [3.32, 3.48, -0.01], [3.06, 2.07, -0.16], [1.70, 3.75, 1.38], [3.14, 4.81, 1.70], [3.15, 3.09, 2.11], [4.38, 3.72, -0.05], [2.85, 3.96, -0.87], [2.11, 2.06, -0.24], [2.38, -0.13, -3.82], [1.18, -1.08, -3.64], [1.65, -2.43, -3.66], [2.09, 0.90, -4.02], [3.11, -0.51, -4.54], [2.96, -0.08, -2.89], [0.50, -1.01, -4.48], [0.69, -0.97, -2.67], [2.10, -2.45, -2.81], [-0.20, 3.65, -2.73], [-0.49, 5.15, -3.09], [-1.86, 5.33, -3.39], [-0.69, 3.43, -1.79], [0.86, 3.41, -2.61], [-0.65, 3.01, -3.49], [0.14, 5.42, -3.94], [-0.22, 5.71, -2.19], [-2.37, 4.84, -2.75], [-3.61, 4.64, 0.92], [-2.54, 4.36, -0.13], [-3.16, 4.12, -1.38], [-4.35, 3.85, 0.81], [-4.06, 5.63, 0.81], [-3.22, 4.61, 1.94], [-1.92, 3.50, 0.14], [-1.74, 5.10, -0.21], [-3.26, 3.19, -1.57], [0.28, -5.21, -2.23], [-0.66, -4.32, -1.39], [-1.42, -5.17, -0.59], [1.02, -4.60, -2.75], [-0.34, -5.77, -2.93], [0.92, -5.89, -1.67], [-1.19, -3.67, -2.09], [-0.16, -3.65, -0.71], [-2.26, -5.36, -1.02]],
  "lowdin_charge": [-0.23, -0.24, -0.09, -0.06, 0.12, 0.12, 0.11, 0.12, 0.10, 0.02, -0.20, -0.22, -0.07, -0.06, 0.11, 0.12, 0.11, 0.11, 0.10, 0.08, -0.21, -0.22, -0.09, -0.08, 0.11, 0.11, 0.12, 0.10, 0.04, 0.04, -0.08, -0.33, -0.08, 0.05, 0.07, 0.07, 0.09, 0.11, 0.03, -0.05, -0.28, -0.08, 0.06, 0.06, 0.08, 0.11, 0.12, 0.11, -0.08, -0.29, -0.11, 0.06, 0.07, 0.07, 0.11, 0.10, 0.02, -0.07, -0.29, -0.10, 0.06, 0.08, 0.06, 0.11, 0.08, 0.02, -0.07, -0.30, -0.08, 0.03, 0.06, 0.08, 0.11, 0.10, 0.01, -0.06, -0.30, -0.09, 0.06, 0.08, 0.07, 0.09, 0.12, 0.10, -0.07, -0.31, -0.08, 0.05, 0.08, 0.07, 0.12, 0.09, 0.10]
}

---

[3]
{
  "formula": "C20H64O16",
  "method": "ωB97M-V with the def2-TZVPD basis set",
  "e_homo_ev": -9.2,
  "energy_ev": -54536.0158,
  "smiles": "CC(C)O.CC(C)O.CC(C)O.CC(C)O.OCCO.OCCO.OCCO.OCCO.O.O.O.O",
  "multiplicity": 1,
  "de_lowest_kcal_mol": 0.00,
  "elements": ["O", "H", "H", "O", "H", "H", "O", "H", "H", "O", "H", "H", "C", "C", "O", "O", "H", "H", "H", "H", "H", "H", "C", "C", "O", "O", "H", "H", "H", "H", "H", "H", "C", "C", "O", "O", "H", "H", "H", "H", "H", "H", "C", "C", "O", "O", "H", "H", "H", "H", "H", "H", "C", "C", "C", "O", "H", "H", "H", "H", "H", "H", "H", "H", "C", "C", "C", "O", "H", "H", "H", "H", "H", "H", "H", "H", "C", "C", "C", "O", "H", "H", "H", "H", "H", "H", "H", "H", "C", "C", "C", "O", "H", "H", "H", "H", "H", "H", "H", "H"],
  "coordinates": [[0.69, -0.12, -3.80], [0.75, 0.12, -2.86], [1.57, 0.12, -4.16], [-1.83, 3.44, 2.39], [-2.78, 3.48, 2.53], [-1.72, 2.87, 1.61], [-1.83, -3.59, 2.19], [-1.32, -2.84, 1.83], [-2.73, -3.44, 1.90], [-4.34, -0.39, 0.78], [-3.87, -0.01, 1.55], [-4.38, -1.34, 0.97], [1.10, -3.21, -2.55], [0.27, -4.12, -1.64], [-0.86, -4.62, -2.35], [2.07, -3.85, -3.35], [1.59, -2.45, -1.92], [0.39, -2.65, -3.17], [-0.09, -3.53, -0.81], [0.87, -4.96, -1.27], [-0.62, -5.35, -2.93], [2.44, -3.20, -3.95], [3.95, 1.46, -3.70], [4.30, 0.36, -2.70], [5.13, -0.62, -3.29], [3.14, 0.84, -4.74], [4.92, 1.73, -4.13], [3.37, 2.29, -3.31], [3.36, -0.06, -2.32], [4.78, 0.79, -1.82], [4.54, -1.17, -3.82], [3.56, 1.07, -5.57], [-0.20, -0.21, 1.24], [-0.19, 0.35, -0.19], [0.98, 0.07, -0.94], [0.02, -1.60, 1.18], [-1.18, 0.00, 1.68], [0.51, 0.28, 1.91], [-0.41, 1.43, -0.21], [-1.01, -0.15, -0.70], [1.64, 0.73, -0.67], [0.93, -1.87, 1.04], [-1.15, 6.16, 0.35], [-1.61, 5.26, -0.80], [-1.64, 3.90, -0.41], [-1.94, 6.06, 1.50], [-1.24, 7.21, 0.03], [-0.06, 6.12, 0.53], [-1.01, 5.44, -1.69], [-2.62, 5.60, -1.05], [-2.08, 3.34, -1.05], [-1.91, 5.13, 1.81], [-5.42, -2.47, -2.09], [-4.00, -2.44, -2.71], [-2.94, -1.90, -1.77], [-3.67, -3.75, -3.14], [-5.92, -3.36, -2.45], [-5.95, -1.58, -2.41], [-5.46, -2.54, -1.00], [-4.11, -1.77, -3.58], [-2.85, -2.50, -0.87], [-3.23, -0.87, -1.51], [-1.97, -1.81, -2.28], [-2.71, -3.85, -3.02], [1.44, 3.69, 1.31], [1.89, 3.62, -0.14], [2.87, 4.73, -0.47], [2.56, 2.34, -0.33], [2.28, 3.50, 2.00], [0.73, 2.91, 1.58], [1.06, 4.67, 1.59], [1.03, 3.58, -0.81], [2.38, 5.63, -0.87], [3.58, 4.35, -1.21], [3.46, 5.11, 0.36], [3.40, 2.47, 0.14], [-3.17, -1.07, 4.84], [-3.71, 0.33, 4.62], [-3.05, 1.33, 5.56], [-3.42, 0.70, 3.25], [-3.46, -1.73, 4.03], [-3.54, -1.48, 5.78], [-2.08, -1.05, 4.97], [-4.80, 0.33, 4.75], [-3.31, 2.39, 5.44], [-1.97, 1.21, 5.45], [-3.29, 1.15, 6.61], [-3.91, 1.53, 3.17], [3.96, -3.16, 2.63], [3.57, -3.37, 1.18], [4.80, -3.38, 0.27], [2.84, -4.58, 0.97], [4.46, -4.03, 3.05], [3.04, -3.04, 3.21], [4.54, -2.25, 2.71], [2.97, -2.53, 0.82], [4.48, -3.38, -0.78], [5.46, -4.21, 0.52], [5.36, -2.46, 0.43], [3.50, -5.28, 1.04]],
  "lowdin_charge": [-0.08, 0.00, -0.01, -0.05, 0.06, 0.04, -0.07, 0.00, 0.02, -0.07, -0.01, 0.02, -0.25, -0.21, -0.08, -0.06, 0.10, 0.11, 0.10, 0.12, 0.10, 0.07, -0.18, -0.26, -0.04, -0.09, 0.12, 0.11, 0.10, 0.12, 0.09, 0.10, -0.20, -0.21, -0.10, -0.07, 0.11, 0.12, 0.10, 0.11, 0.06, 0.08, -0.27, -0.23, -0.08, -0.06, 0.12, 0.09, 0.12, 0.12, 0.10, 0.03, -0.05, -0.47, -0.07, -0.05, 0.07, 0.07, 0.06, 0.13, 0.08, 0.07, 0.07, 0.04, -0.05, -0.44, -0.05, -0.09, 0.09, 0.06, 0.07, 0.13, 0.08, 0.08, 0.09, 0.10, -0.04, -0.46, -0.05, -0.09, 0.07, 0.09, 0.09, 0.14, 0.08, 0.08, 0.08, 0.09, -0.06, -0.51, -0.05, -0.05, 0.08, 0.08, 0.08, 0.12, 0.08, 0.08, 0.08, 0.09]
}

---

| no. | LUMO level (eV) |
| --- | --- |
| 1 | 0.50 |
| 2 | 0.03 |
| 3 | 0.11 |